Density functional theory data (ωB97M-V/def2-TZVPD) for a molecular structure, C20H27N4O4S5Sm in a non-equilibrium geometry.

Geometry as XYZ:
```
61
C20H27N4O4S5Sm (ωB97M-V/def2-TZVPD)
N 2.39 -0.90 2.71
C -0.32 -3.06 0.21
H -4.73 -3.53 -0.09
H 0.22 4.08 -1.90
C 1.29 -4.89 -0.01
N 5.31 1.24 2.79
C 1.03 -3.52 -0.02
H 2.85 -1.82 2.67
H 0.84 0.67 -4.43
H 2.77 -6.42 -0.19
O 1.29 3.85 0.92
C 0.80 2.33 -3.04
H -2.10 3.93 -0.22
H -2.37 2.48 0.76
S 1.81 2.55 1.25
C 0.12 1.16 -3.77
H 5.04 1.88 3.51
H 1.64 -0.92 3.41
C -2.60 -0.52 1.19
C 3.30 -3.09 -0.52
C -3.98 -0.46 1.17
H 0.48 -5.58 0.20
H -1.98 0.27 1.59
H 1.24 3.01 -3.78
H -4.48 0.42 1.53
N 3.39 0.02 3.19
H 4.13 -2.42 -0.74
C 2.03 -2.53 -0.28
H -5.41 2.58 -1.38
H 1.61 1.95 -2.42
H -3.25 1.28 -1.23
C -2.17 2.84 -0.25
H -3.10 2.75 -2.20
O 2.08 1.75 -0.01
H -1.13 3.24 -2.70
H -0.27 0.43 -3.07
H 3.00 0.77 3.76
S 4.55 -0.35 0.84
H -5.81 -1.46 0.70
C -2.76 -2.76 0.27
N -0.62 -1.88 0.67
C -0.19 3.11 -2.18
H 4.58 -4.80 -0.66
C 4.36 0.41 2.31
C -4.74 -1.53 0.70
S -0.43 2.29 -0.55
C -1.98 -1.67 0.72
S -1.71 -4.06 -0.19
H -0.70 1.53 -4.39
H -4.85 2.42 0.28
C -4.14 -2.69 0.26
Sm 1.29 -0.17 0.23
O 2.98 2.52 2.11
C -4.62 2.86 -0.69
H -4.62 3.94 -0.58
C 3.57 -4.45 -0.49
S 0.39 1.47 2.21
C 2.56 -5.36 -0.23
O -0.54 0.82 -0.86
C -3.26 2.37 -1.19
H 5.92 1.63 2.08
```

As for the total energy: -107410.7515 eV. The HOMO-LUMO gap (alpha / beta) is 8.4 / 8.3 eV. For the LUMO energy (alpha / beta), the calculation gives 0.018 / 0.040 eV. The energy above the lowest of the compared OMol25 structures with the same formula, charge and spin is 0.9870 eV. As for the spin multiplicity: 6. The value obtained for the max |F| is 3.7 eV Å⁻¹.